No. 1
A gas-phase ion, C6H12ClN3O (charge +2). Source: the Open Molecules 2025 dataset; level of theory: ωB97M-V/def2-TZVPD.

Values from the calculation:
Lowest unoccupied orbital energy: -9.553 eV
Total energy: -934.8052 Ha
HOMO: -15.82 eV
HOMO-LUMO gap: 6.267 eV
Charge: +2
SMILES: N/C=[NH+]/C(=[NH2+])[C@H](O)[C@@H]1C[C@H]1Cl

XYZ file:
```
23
Properties=species:S:1:pos:R:3:forces:R:3:nbo_charge:R:1
N 0.6806 -3.5578 0.2148 -0.5 3.5 -1.8 -0.590
C 0.0882 -2.5714 0.8467 0.6 -3.4 -1.2 0.430
N -0.1232 -1.4595 0.1560 -1.6 0.2 -1.5 -0.605
C -0.7238 -0.2727 0.4837 1.3 1.9 -2.5 0.589
N -1.1345 0.1659 1.6278 0.2 -0.9 -0.6 -0.643
C -0.5153 0.7862 -0.8929 -0.5 0.0 1.9 0.124
O -0.0567 -0.1180 -1.8614 -0.7 -0.1 -0.3 -0.749
C 0.5686 1.7956 -0.5853 1.1 0.9 -0.2 -0.344
C 0.4630 3.2186 -0.1509 -0.1 1.0 -0.9 -0.413
C 0.7580 2.9609 -1.6215 2.1 -0.5 3.3 -0.208
Cl 2.4328 3.3770 -1.9762 -0.3 -0.3 -0.6 0.036
H 0.9112 -4.4541 0.5406 0.1 -1.4 0.9 0.469
H 0.9045 -3.3211 -0.7687 0.5 -0.9 0.7 0.428
H -0.3334 -2.9212 1.7459 -0.3 0.8 1.8 0.260
H -0.1334 -1.6236 -0.9409 0.5 1.4 2.0 0.499
H -1.4239 1.1204 1.7047 -0.3 0.7 -0.1 0.462
H -1.2610 -0.3660 2.4779 0.2 -0.3 0.1 0.449
H -1.5067 1.3182 -1.1084 1.1 -1.1 0.2 0.245
H 0.1076 0.2822 -2.7364 -0.1 0.1 0.5 0.550
H 1.5175 1.5057 -0.1438 0.0 -1.2 -0.8 0.268
H -0.4843 3.6065 -0.0108 -2.0 0.8 0.4 0.220
H 1.1999 3.8024 0.4412 -0.2 -1.2 -0.4 0.278
H 0.0479 3.2455 -2.3337 -1.0 0.0 -1.0 0.247
```
Forces are in eV/Å.

---

No. 2
A molecular structure, C4H3CuO. Source: the Open Molecules 2025 dataset; level of theory: ωB97M-V/def2-TZVPD.

Values from the calculation:
Lowest unoccupied orbital energy: -1.834 eV
Total energy: -1869.6968 Ha
HOMO: -7.21 eV
HOMO-LUMO gap: 5.377 eV

XYZ file:
```
9
Properties=species:S:1:pos:R:3:forces:R:3:nbo_charge:R:1
C -2.0301 -1.6487 -0.2185 0.5 1.5 -0.7 -0.321
C -1.7432 -0.6136 0.3694 0.3 -1.7 0.7 -0.190
H -2.3099 -2.2528 -1.0711 0.0 0.0 0.7 0.251
H -1.4548 0.0227 1.1999 -0.2 0.2 -0.8 0.268
C -0.3371 2.5009 -0.2844 0.9 0.2 0.1 -0.618
C 0.6464 1.7537 -0.3842 -2.9 -0.4 0.8 0.382
O 1.3000 0.6945 -0.4264 1.5 -1.8 -0.3 -0.887
Cu 0.9199 -1.4667 -0.2643 -0.5 2.1 -0.1 0.892
H -0.9396 3.2934 0.1171 0.3 -0.1 -0.4 0.223
```
Forces are in eV/Å.

---

No. 3
A molecular structure, C2H4NS3. Source: the Open Molecules 2025 dataset; level of theory: ωB97M-V/def2-TZVPD.

Values from the calculation:
Lowest unoccupied orbital energy: -7.115 eV
Total energy: -1327.5481 Ha
HOMO: -13.74 eV
HOMO-LUMO gap: 6.623 eV
Charge: +1

XYZ file:
```
10
Properties=species:S:1:pos:R:3:forces:R:3:nbo_charge:R:1
C 0.5774 -1.6349 -1.1250 0.7 -2.5 -3.3 -0.413
C -0.2867 -1.3756 -0.0471 -0.7 0.3 0.3 -0.324
N -0.0944 2.1037 0.7757 3.9 -2.5 1.9 -0.985
S 0.2462 -2.7973 -2.3043 0.1 1.8 2.1 0.369
S -1.4502 -2.2030 0.7339 -0.4 -1.5 0.1 0.418
S -0.6898 -0.1668 1.0432 -0.2 1.2 0.5 0.486
H 1.5244 -1.1416 -1.2759 0.0 0.6 0.5 0.262
H -0.3993 2.5819 1.5911 -0.3 0.7 0.5 0.407
H -0.3679 2.4566 -0.0475 -2.3 1.9 -3.5 0.384
H 0.9404 2.1771 0.6560 -0.9 -0.1 0.9 0.396
```
Forces are in eV/Å.

---

No. 4
C4H8N2S in the gas phase. Source: the Open Molecules 2025 dataset; level of theory: ωB97M-V/def2-TZVPD.

Values from the calculation:
Lowest unoccupied orbital energy: 0.834 eV
Total energy: -664.8543 Ha
HOMO: -9.04 eV
HOMO-LUMO gap: 9.869 eV
SMILES: SC[C@H]1CC=NN1

XYZ file:
```
15
Properties=species:S:1:pos:R:3:forces:R:3:nbo_charge:R:1
S -1.6065 -1.9899 -0.2677 0.5 -0.2 -0.1 -0.062
C -0.0447 -1.5628 0.5653 -1.0 -0.1 2.2 -0.515
C 0.3455 -0.1227 0.4407 0.2 0.8 1.3 -0.081
C 0.7347 0.3337 -0.8995 1.2 -1.3 -2.3 -0.506
C 0.2116 1.7080 -0.9451 1.0 1.6 -1.4 0.061
N -0.4715 2.0958 0.0378 -0.7 -1.8 0.1 -0.212
N -0.7290 0.8585 0.7167 0.0 -0.1 1.8 -0.483
H -2.0980 -0.7883 0.0371 -0.3 0.2 0.0 0.154
H 0.7868 -2.1459 0.2274 0.3 -0.6 -0.4 0.227
H -0.1412 -1.7580 1.6814 0.0 -0.1 -1.3 0.211
H 1.2045 -0.0067 1.1794 -0.8 0.2 -0.8 0.182
H 1.8331 0.2409 -0.9732 -0.4 0.4 -0.5 0.234
H 0.3005 -0.3007 -1.7242 0.3 0.5 0.7 0.241
H 0.3639 2.3858 -1.7697 0.3 0.2 -0.1 0.194
H -0.6900 1.0522 1.6935 -0.5 0.3 0.8 0.357
```
Forces are in eV/Å.

---

Question: Look up the HOMO-LUMO gap of the first one.
Answer: 6.267 eV

---

Repeat the second record exactly.
A molecular structure, C4H3CuO. Source: the Open Molecules 2025 dataset; level of theory: ωB97M-V/def2-TZVPD.

Values from the calculation:
Lowest unoccupied orbital energy: -1.834 eV
Total energy: -1869.6968 Ha
HOMO: -7.21 eV
HOMO-LUMO gap: 5.377 eV

XYZ file:
```
9
Properties=species:S:1:pos:R:3:forces:R:3:nbo_charge:R:1
C -2.0301 -1.6487 -0.2185 0.5 1.5 -0.7 -0.321
C -1.7432 -0.6136 0.3694 0.3 -1.7 0.7 -0.190
H -2.3099 -2.2528 -1.0711 0.0 0.0 0.7 0.251
H -1.4548 0.0227 1.1999 -0.2 0.2 -0.8 0.268
C -0.3371 2.5009 -0.2844 0.9 0.2 0.1 -0.618
C 0.6464 1.7537 -0.3842 -2.9 -0.4 0.8 0.382
O 1.3000 0.6945 -0.4264 1.5 -1.8 -0.3 -0.887
Cu 0.9199 -1.4667 -0.2643 -0.5 2.1 -0.1 0.892
H -0.9396 3.2934 0.1171 0.3 -0.1 -0.4 0.223
```
Forces are in eV/Å.

---

Question: Which value of lowest unoccupied orbital energy does entry 1 give?
Answer: -9.553 eV

---

Question: Among the records above, which one has the highest lowest unoccupied orbital energy?
Answer: C4H8N2S